No. 1
The molecule C3H5NS2 at a distorted geometry. Source: the OMol25 dataset; level of theory: the ωB97M-V functional and the def2-TZVPD basis.

As for the SMILES: C=CN(S)C=S. The calculation puts the electronic energy at -968.38437 a.u.

Last column: natural (NBO) charge in e.
Geometry (Å):
S1 2.70 0.17 -1.00  -0.085
S2 -0.78 1.41 1.05  0.194
N1 0.26 0.50 -0.01  -0.553
C1 -1.45 -1.29 -0.21  -0.433
C2 1.49 1.02 -0.30  -0.083
C3 -0.25 -0.76 -0.48  -0.026
H1 1.61 2.05 0.06  0.211
H2 -2.16 -0.85 0.47  0.210
H3 -1.71 -2.26 -0.63  0.216
H4 0.38 -1.26 -1.16  0.231
H5 -0.09 1.27 2.20  0.118



No. 2
A cluster of 2 separate species, C3H5NS2 in total at a distorted geometry. Source: the OMol25 dataset; level of theory: the ωB97M-V functional and the def2-TZVPD basis.

The calculation puts the electronic energy at -968.23239 a.u.

Last column: natural (NBO) charge in e.
Geometry (Å):
S1 -1.63 1.21 0.06  0.121
S2 -0.84 0.68 1.87  0.187
N1 1.68 -0.37 1.06  -0.320
C1 3.69 -0.05 -0.95  -0.169
C2 -2.52 -0.42 -0.41  -0.706
C3 0.71 0.09 1.42  0.052
H1 -2.76 -0.21 -1.51  0.227
H2 3.02 0.79 -1.22  0.070
H3 -2.00 -1.41 -0.45  0.242
H4 -3.44 -0.48 0.06  0.213
H5 4.08 0.16 0.05  0.082



No. 3
A cluster of 2 separate species, C3H5NSSi in total at a distorted geometry. Source: the OMol25 dataset; level of theory: the ωB97M-V functional and the def2-TZVPD basis.

The calculation puts the electronic energy at -859.53557 a.u.

Last column: natural (NBO) charge in e.
Geometry (Å):
S1 -2.17 -0.87 -0.01  0.412
Si1 1.90 0.49 -0.08  0.785
N1 -0.78 1.33 0.03  -0.423
C1 -2.00 0.89 -0.07  -0.131
C2 0.04 0.31 -0.07  -0.318
C3 -0.47 -0.99 -0.11  -0.434
H1 1.15 -2.95 0.53  -0.002
H2 2.42 0.82 1.21  -0.193
H3 2.71 1.35 -1.21  -0.155
H4 -2.72 1.66 -0.13  0.221
H5 -0.07 -2.03 -0.11  0.239



No. 4
A structure of composition C3H5NSe at a distorted geometry. Source: the OMol25 dataset; level of theory: the ωB97M-V functional and the def2-TZVPD basis.

The calculation puts the electronic energy at -2573.40450 a.u.

Last column: natural (NBO) charge in e.
Geometry (Å):
Se1 -1.16 0.72 -0.03  0.285
N1 2.50 0.83 -0.72  -0.292
C1 -1.09 -1.03 -0.93  -0.747
C2 1.67 0.98 0.07  0.229
C3 0.57 0.78 0.98  -0.686
H1 -0.30 -1.11 -1.58  0.222
H2 -1.99 -1.18 -1.36  0.222
H3 -1.11 -1.72 0.05  0.219
H4 0.51 -0.14 1.62  0.272
H5 0.41 1.86 1.89  0.274